# 1
Below is a cluster of 2 separate species, CH7N2O3 in total at a distorted geometry, with properties calculated with ωB97M-V with the def2-TZVPD basis set.

XYZ file:
```
13
Properties=species:S:1:pos:R:3
C -0.4301 -0.7745 0.0814
N -0.0270 -1.7688 0.8346
N -0.2459 -0.6949 -1.1836
O 1.5925 1.4120 0.1339
O -1.6393 1.2503 -0.1846
O -1.1235 0.1897 0.6630
H 0.4350 -2.5926 0.5648
H -0.3337 -1.6876 1.7754
H -0.5642 0.0775 -1.6370
H 0.2869 -1.3311 -1.8611
H 2.2511 1.6255 0.8021
H 1.3589 2.3042 -0.3315
H -1.5607 1.9903 0.3426
```

- frontier orbital gap (eV) = 11.84
- strongest force on any atom (eV/A) = 5.12
- charge = +1
- energy relative to the best compared isomer or geometry (same formula, charge and spin) (kcal per mole) = 2.2
- calculated total energy (eV) = -10263.9939

# 2
Below is an isolated molecule of C2H4N2 at a distorted geometry, with properties calculated with ωB97M-V with the def2-TZVPD basis set.

XYZ file:
```
8
Properties=species:S:1:pos:R:3
C -0.9696 0.8865 -0.9437
N 0.0212 0.8387 -0.0496
N -0.0608 -0.5615 0.3273
C 1.0595 -0.9184 0.8128
H -1.7796 0.1234 -1.2715
H -1.1450 1.8600 -1.4023
H 1.4868 -0.0618 1.5376
H 1.3875 -2.1670 0.9894
```

- frontier orbital gap (eV) = 10.09
- strongest force on any atom (eV/A) = 5.49
- SMILES = C=NN=C
- energy relative to the best compared isomer or geometry (same formula, charge and spin) (kcal per mole) = 89.8
- calculated total energy (eV) = -5115.0641

# 3
Below is a structure of composition C26H46O2P2Pd at a distorted geometry, with properties calculated with ωB97M-V with the def2-TZVPD basis set.

XYZ file:
```
77
Properties=species:S:1:pos:R:3
Pd 0.1318 -0.1715 -0.6688
C -0.4839 -1.8664 2.3724
C 0.8581 -1.9878 1.9696
C 0.8078 -0.7236 3.8776
C -0.5229 -1.0288 3.5166
C 1.6734 -1.2681 2.9098
C -1.6500 -2.6065 1.8844
H -1.4613 -3.1820 0.9747
H -2.5947 -2.0460 1.8093
H -1.7794 -3.3350 2.6968
C -1.6941 -0.7931 4.3772
H -2.6490 -0.7600 3.8258
H -1.5609 0.1597 4.9092
H -1.7608 -1.5837 5.1508
C 1.1882 -0.0556 5.1209
H 0.9506 -0.6189 6.0290
H 0.6547 0.8910 5.1659
H 2.2445 0.1743 5.1157
C 3.1328 -1.3947 3.0871
H 3.4128 -1.9714 3.9920
H 3.5418 -0.3876 3.2258
H 3.6298 -1.8508 2.2225
C 1.4125 -3.0533 1.1169
H 1.7173 -3.8203 1.8474
H 2.3184 -2.8041 0.5407
H 0.6915 -3.5281 0.4389
C -1.6907 0.7862 -3.6394
C -1.8123 -0.5793 -3.4841
C -1.0530 -1.4802 -4.4561
C 0.4585 -1.2063 -4.4816
C 1.0377 -0.5729 -3.2402
C 1.1306 0.7661 -3.1048
C 0.6515 1.7010 -4.1823
C -0.8221 1.4609 -4.6542
H -1.5294 -1.2508 -5.4367
H 0.6928 -0.4951 -5.2968
H -1.2508 -2.5481 -4.2489
H -0.8160 0.9056 -5.6138
H -2.5376 1.4157 -3.3145
H -2.7614 -0.9763 -3.0878
H -1.2751 2.4618 -4.8260
H 0.7455 2.7412 -3.8175
H 1.8681 1.2089 -2.4625
H 1.3895 1.6423 -5.0187
H 1.0107 -2.1540 -4.6430
H 1.5077 -1.2601 -2.5328
P -1.9682 0.3667 -1.5909
P 1.6457 1.4411 0.1617
C -0.9286 2.1456 -1.4256
C 0.4948 2.5555 -0.8104
H -1.6636 2.9566 -1.2764
H -0.7010 2.2726 -2.4910
H 1.1262 2.9890 -1.5945
H 0.2504 3.3734 -0.1208
C 2.3930 2.2414 1.5871
H 2.7204 1.4865 2.3113
H 1.6796 2.8794 2.1065
H 3.2777 2.8662 1.3627
C 3.0658 0.6396 -0.6648
H 3.8123 1.2764 -1.1401
H 2.7179 -0.0756 -1.4160
H 3.5733 -0.0206 0.0481
C -3.6625 0.2254 -0.9467
H -3.8417 -0.7204 -0.4242
H -4.4819 0.3009 -1.6924
H -3.9264 0.9778 -0.1946
C -1.1657 -1.5129 -1.5216
H -0.8618 -2.0366 -0.5986
H -0.4167 -1.7622 -2.2993
H -2.1022 -2.0519 -1.7001
C -1.1188 2.5334 3.1854
O -0.2943 1.7408 2.3100
C -0.8618 1.0284 1.3215
O -2.0409 0.6364 1.3635
H -1.6254 3.2904 2.5798
H -0.4033 3.0452 3.8370
H -1.8452 1.9569 3.7667
```

- frontier orbital gap (alpha / beta) (eV) = 5.89 / 5.49
- strongest force on any atom (eV/A) = 5.44
- charge = +2
- <S²> = 6.028
- energy relative to the best compared isomer or geometry (same formula, charge and spin) (kcal per mole) = 130.2
- 2S+1 = 5
- calculated total energy (eV) = -53833.1660

# 4
Below is a cluster of 2 separate species, C2H3Cl3N2 in total at a distorted geometry, with properties calculated with ωB97M-V with the def2-TZVPD basis set.

XYZ file:
```
10
Properties=species:S:1:pos:R:3
C -1.8498 -0.5033 -0.1199
C -1.0801 0.6115 0.0099
N 0.0669 0.6975 -0.6440
N 2.0201 -1.1132 0.3088
Cl 1.0232 2.0295 -0.3398
Cl 2.4839 0.0057 1.4462
Cl 3.0530 -1.2509 -0.9743
H -2.8006 -0.5740 0.3731
H -1.4976 -1.3403 -0.6953
H -1.4189 1.4376 0.6353
```

- frontier orbital gap (alpha / beta) (eV) = 8.15 / 7.82
- strongest force on any atom (eV/A) = 1.17
- energy relative to the best compared isomer or geometry (same formula, charge and spin) (kcal per mole) = 128.6
- calculated total energy (eV) = -42664.3401

# 5
Below is a cluster of 5 separate species, C47H43F9N4O10S in total, with properties calculated with ωB97M-V with the def2-TZVPD basis set.

XYZ file:
```
114
Properties=species:S:1:pos:R:3
C 2.6660 -2.5879 2.1214
C 2.0552 -2.3034 1.1403
C 1.2561 -1.9967 0.0141
C 0.3437 -0.9450 0.1088
C -0.4627 -0.6563 -0.9765
C -0.3780 -1.4164 -2.1164
C 0.5396 -2.4382 -2.2193
C 1.3792 -2.7368 -1.1693
C 2.4165 -3.7990 -1.2861
C 3.8313 -3.2124 -1.3500
C 3.9242 -1.9616 -2.1970
C 5.2854 -1.2904 -2.0893
C 5.3872 -0.3132 -0.9197
F 6.6598 -0.2419 -0.4900
F 4.6105 -0.7040 0.1073
C 4.9759 1.1191 -1.3676
F 6.0107 1.6092 -2.0568
F 3.9246 1.0810 -2.1837
S 4.5648 2.3425 0.0475
F 3.6477 3.1913 -0.9109
F 5.7661 3.2872 -0.3059
F 5.4937 1.5303 1.0184
F 3.3356 1.4372 0.4156
F 4.1943 3.2909 1.2384
C -1.2628 -1.0758 -3.2311
O -0.9938 -1.3575 -4.3789
C -2.4995 -0.3959 -2.8584
C -2.6285 0.3616 -1.7570
C -3.9609 0.9850 -1.4377
C -4.0579 2.5032 -1.2661
C -3.6657 3.1694 0.0640
C -3.6871 2.3049 1.3035
C -5.1127 1.9966 1.7900
C -1.4041 0.4914 -0.9212
O -1.1311 1.4631 -0.2573
H 3.0645 -2.9622 3.0226
H 0.2720 -0.3708 1.0125
H 0.5993 -3.0014 -3.1341
H 2.3475 -4.4789 -0.4543
H 2.2411 -4.3387 -2.2079
H 4.2106 -3.0433 -0.3539
H 4.4737 -3.9660 -1.7886
H 3.1704 -1.2354 -1.9368
H 3.8038 -2.2502 -3.2326
H 6.0796 -2.0091 -1.9479
H 5.5012 -0.7428 -2.9960
H -3.3416 -0.5362 -3.5124
H -4.5676 0.7472 -2.3010
H -4.4229 0.4631 -0.6129
H -5.0989 2.7474 -1.4416
H -3.5121 2.9710 -2.0751
H -2.6816 3.5930 -0.0410
H -4.3169 4.0113 0.2605
H -3.1311 1.3909 1.1933
H -3.2012 2.8366 2.1096
H -5.2264 2.3164 2.8142
H -5.3393 0.9392 1.7584
H -5.8360 2.5525 1.2096
O -3.1385 5.1479 3.6003
N -2.3877 5.7039 2.8250
O -2.7439 6.2847 1.8217
C -0.9438 5.6685 3.1146
C -0.4909 4.9869 4.2266
C 0.8734 4.9537 4.4693
C 1.7539 5.5916 3.6071
C 1.2745 6.2735 2.4973
C -0.0854 6.3156 2.2452
H -1.1831 4.4892 4.8886
H 1.2486 4.4235 5.3301
H 2.8182 5.5549 3.7981
H 1.9607 6.7701 1.8258
H -0.4714 6.8400 1.3848
O 0.2720 -0.1610 5.0556
N 0.2462 -0.6286 6.1749
O -0.7225 -0.6234 6.9067
C 1.4839 -1.2448 6.6818
C 2.6103 -1.2277 5.8828
C 3.7773 -1.7965 6.3666
C 3.8001 -2.3690 7.6319
C 2.6536 -2.3791 8.4153
C 1.4817 -1.8129 7.9408
H 2.5841 -0.7806 4.8998
H 4.6697 -1.7898 5.7564
H 4.7140 -2.8077 8.0086
H 2.6716 -2.8274 9.3985
H 0.5843 -1.8138 8.5401
O 1.4081 -7.6279 1.1583
N 2.0502 -7.4790 0.1408
O 2.9651 -6.6896 0.0089
C 1.6908 -8.3039 -1.0249
C 0.6306 -9.1828 -0.9184
C 0.2846 -9.9422 -2.0240
C 0.9987 -9.8151 -3.2081
C 2.0656 -8.9300 -3.2898
C 2.4186 -8.1643 -2.1910
H 0.0836 -9.2722 0.0075
H -0.5449 -10.6319 -1.9612
H 0.7222 -10.4067 -4.0701
H 2.6223 -8.8337 -4.2112
H 3.2444 -7.4713 -2.2419
O -8.9507 3.9162 -4.5705
N -7.8671 4.1263 -4.0659
O -7.6143 3.9964 -2.8860
C -6.7754 4.5673 -4.9528
C -7.0372 4.7497 -6.2968
C -6.0097 5.1792 -7.1207
C -4.7459 5.4149 -6.5948
C -4.5039 5.2176 -5.2419
C -5.5261 4.7913 -4.4098
H -8.0230 4.5621 -6.6934
H -6.1966 5.3317 -8.1742
H -3.9478 5.7538 -7.2413
H -3.5199 5.3979 -4.8327
H -5.3452 4.6392 -3.3563
```

- frontier orbital gap (eV) = 8.18
- strongest force on any atom (eV/A) = 0.86
- SMILES = C#Cc1cc2c(cc1CCCCC(F)(F)C(F)(F)S(F)(F)(F)(F)F)C(=O)C=C(CCCCC)C2=O.O=[N+]([O-])c1ccccc1.O=[N+]([O-])c1ccccc1.O=[N+]([O-])c1ccccc1.O=[N+]([O-])c1ccccc1
- calculated total energy (eV) = -111150.4423

# 6
Below is an isolated molecule of C3H6O2 at a distorted geometry, with properties calculated with ωB97M-V with the def2-TZVPD basis set.

XYZ file:
```
11
Properties=species:S:1:pos:R:3
C -1.3376 0.6987 0.2988
O -0.9650 -0.4945 -0.3383
C 0.3277 -0.8785 0.0091
C 1.4635 -0.0128 -0.5640
O 2.5654 -0.1898 -0.1111
H -1.4000 0.5680 1.3899
H -0.6316 1.5203 0.0892
H -2.3211 0.9586 -0.0924
H 0.4584 -1.9130 -0.3618
H 0.4817 -0.9353 1.1118
H 1.3789 0.7053 -1.4326
```

- frontier orbital gap (eV) = 10.68
- strongest force on any atom (eV/A) = 1.04
- SMILES = COCC=O
- energy relative to the best compared isomer or geometry (same formula, charge and spin) (kcal per mole) = 40.3
- calculated total energy (eV) = -7301.9291